(1)
Density functional theory data (ωB97M-V/def2-TZVPD) for an isolated molecule of C5H7N.

The geometry in XYZ format:
```
13
C5H7N, DFT ωB97M-V/def2-TZVPD
C 1.18766 -0.02941 -0.66568
C 0.57706 1.14538 -0.50440
C -0.60551 1.02516 0.40633
N -1.71119 0.13541 0.03762
C -0.63302 -0.40914 0.84349
C 0.48593 -1.13231 0.09307
H 2.04650 -0.21906 -1.30304
H 0.89220 2.08279 -0.95248
H -0.90640 1.88362 1.00142
H -1.64369 -0.18368 -0.92596
H -0.90411 -0.74403 1.84315
H 1.15277 -1.70445 0.74771
H 0.06296 -1.84431 -0.62926
```

Computed properties:
Energy above the lowest of the compared OMol25 structures with the same formula, charge and spin in eV: 1.605
Calculated total energy in eV: -6786.9080
LUMO in eV: 1.17
SMILES: C1=C[C@H]2N[C@H]2C1

Mulliken population analysis, charges in e, atoms 1 to 4: -0.3335 -0.5588 -0.0547 -0.5984

=====

(2)
Density functional theory data (ωB97M-V/def2-TZVPD) for a structure of composition C17H26Br42N2O2P in a non-equilibrium geometry.

The geometry in XYZ format:
```
90
C17H26Br42N2O2P, DFT ωB97M-V/def2-TZVPD
N -1.23638 1.55869 3.26866
C -1.40229 0.72247 2.06248
P -3.15313 0.05493 1.73523
O -3.37340 -0.16762 3.50584
C -4.60336 0.47319 3.83065
C -4.40860 1.86585 3.22450
N -5.62925 2.71134 3.19854
O -3.83874 1.68524 1.94859
H -1.35688 0.99567 4.11613
H -0.31292 2.01465 3.28343
H -0.70592 -0.13683 2.04198
H -1.14551 1.37738 1.18979
H -2.64246 -1.30289 1.61810
H -3.01971 0.29500 0.30668
H -4.49013 -0.47042 1.50752
H -4.80008 0.54091 4.93561
H -5.50115 -0.05675 3.39910
H -3.64371 2.35104 3.89468
H -5.74180 3.11129 2.25310
H -5.52153 3.49025 3.86325
C 1.50500 -0.26505 -0.82093
Br 2.59912 -1.67341 -1.55056
Br 2.36481 1.45770 -0.97431
Br -0.24948 -0.24125 -1.57644
H 1.40383 -0.45810 0.24067
C -1.50382 -4.22080 -1.68008
Br -0.32301 -4.69417 -0.23930
Br -2.90060 -3.04538 -1.10190
Br -0.53294 -3.50726 -3.19406
H -1.96951 -5.14880 -2.00255
C -1.89326 1.71850 7.52696
Br -1.20718 3.04218 6.32620
Br -1.87321 -0.03088 6.72935
Br -0.95382 1.76715 9.21577
H -2.92856 1.96593 7.73429
C 4.17722 2.14915 -4.27925
Br 5.91748 1.51420 -3.77215
Br 4.27780 3.54994 -5.59010
Br 3.06593 0.70402 -4.87112
H 3.71486 2.56692 -3.39110
C 2.29546 -2.98278 2.10021
Br 4.14969 -2.57150 2.44435
Br 1.86198 -4.76433 2.68052
Br 1.13447 -1.63720 2.84187
H 2.16453 -2.96661 1.02424
C -2.62546 -5.22412 3.53351
Br -1.63646 -6.60436 2.62335
Br -1.68331 -3.56887 3.43324
Br -4.41890 -5.06855 2.84774
H -2.69968 -5.52408 4.57219
C 4.48717 6.86339 -3.74388
Br 4.94878 5.54681 -2.42450
Br 3.22193 8.14005 -3.06197
Br 6.05251 7.72466 -4.45821
H 4.00843 6.33663 -4.56241
C 1.40948 4.52388 -8.80410
Br 3.17211 5.29776 -8.89786
Br 1.47037 2.73292 -8.11586
Br 0.21018 5.62612 -7.78236
H 1.02497 4.47657 -9.81622
C -1.95943 -8.19736 -3.44608
Br -0.92118 -8.60245 -1.87776
Br -3.46862 -7.09074 -3.00380
Br -0.87712 -7.37188 -4.80017
H -2.33956 -9.13238 -3.84091
C 2.02154 -0.18548 7.11352
Br 2.68032 1.06025 5.80734
Br 2.05945 -1.98988 6.46273
Br 2.95616 -0.03141 8.79172
H 0.98152 0.06350 7.29947
C 1.60697 -4.95268 -6.15650
Br 2.79872 -6.29288 -6.85345
Br 2.47853 -3.25155 -5.98968
Br -0.00395 -4.83004 -7.19835
H 1.31826 -5.26475 -5.15758
C -3.16626 6.76229 7.67682
Br -4.17420 8.02844 8.72304
Br -1.54858 6.23953 8.57517
Br -4.24102 5.25004 7.17774
H -2.87659 7.26422 6.76097
C 8.21934 -1.60228 -4.35609
Br 6.47098 -2.08060 -4.98585
Br 9.36072 -3.14297 -4.18530
Br 9.02748 -0.24685 -5.45808
H 8.10120 -1.18155 -3.36377
C -1.81848 1.22500 -5.72129
Br -1.41803 -0.51114 -5.00170
Br -3.71595 1.53634 -5.79951
Br -0.91989 2.61190 -4.73665
H -1.44603 1.25563 -6.73917
```

Computed properties:
Net charge: -1
Calculated total energy in eV: -2976195.1222
LUMO in eV: 1.06

Mulliken population analysis, charges in e, atoms 1 to 4: -0.2555 0.2004 0.6131 -0.2523

=====

(3)
Density functional theory data (ωB97M-V/def2-TZVPD) for an isolated molecule of C22H19NO8 in a non-equilibrium geometry.

The geometry in XYZ format:
```
50
C22H19NO8, DFT ωB97M-V/def2-TZVPD
C -3.53601 -3.53293 2.69866
O -2.15757 -3.43072 2.27727
C -1.72408 -2.25226 1.81144
C -2.62700 -1.24155 1.37363
C -2.19888 -0.02106 0.90640
O -3.12914 0.87930 0.54395
C -0.82600 0.24092 0.88664
C 0.07708 -0.72855 1.24165
C -0.36495 -1.99434 1.70444
C 0.60390 -3.05358 1.99806
O 1.11346 -3.27369 3.10347
N 1.17979 -3.77346 0.99380
C 0.66038 -3.87736 -0.36165
C 1.25599 -2.87178 -1.26825
C 2.48396 -2.30892 -1.11990
C 2.62721 -1.36265 -2.21466
C 1.47624 -1.45480 -2.93128
O 0.61113 -2.36201 -2.34483
O 1.36497 -0.27777 1.03220
C 1.26246 0.99097 0.47625
C 2.27788 1.62925 -0.15772
C 2.04183 2.74835 -1.07755
O 2.97389 3.16953 -1.77677
C 0.64537 3.01671 -1.56979
C 0.38805 4.48834 -1.39112
C 0.20532 5.47984 -2.55120
O 0.14417 4.93995 -0.27269
C -0.40980 2.23314 -0.82388
O -1.54376 2.24524 -1.26007
C -0.11556 1.52605 0.50187
C -0.29287 2.55476 1.65411
H -4.14771 -3.52455 1.76804
H -3.79758 -2.75507 3.41321
H -3.66012 -4.47463 3.24807
H -3.70011 -1.40148 1.47065
H -2.73891 1.45768 -0.12452
H 1.80104 -4.50833 1.31686
H -0.43437 -3.73152 -0.31892
H 0.83814 -4.89586 -0.71880
H 3.21857 -2.51886 -0.32742
H 3.49773 -0.73875 -2.47779
H 1.23639 -0.90502 -3.85412
H 3.29237 1.25064 -0.09878
H 0.62121 2.73676 -2.63052
H -0.85730 5.67607 -2.76695
H 0.69900 6.43375 -2.29295
H 0.62795 5.10614 -3.47853
H 0.51083 3.30761 1.58566
H -1.25679 3.08944 1.56508
H -0.21783 2.07106 2.63929
```

Computed properties:
Energy above the lowest of the compared OMol25 structures with the same formula, charge and spin in eV: 0.200
Calculated total energy in eV: -40990.2966
LUMO in eV: -0.19
SMILES: COc1cc(O)c2c(c1C(=O)NCc1ccco1)OC1=CC(=O)[C@H](C(C)=O)C(=O)[C@]12C

Mulliken population analysis, charges in e, atoms 1 to 4: -0.9788 -0.4705 1.0985 -0.4703